Entry 1:
C5H5PS | ωB97M-V/def2-TZVPD

Values from the calculation:
ΔE to the lowest compared entry with this formula, charge and spin ... 82.25 kcal per mole
DFT total energy ... -932.8665 hartree
HOMO ... -0.28153 hartree
LUMO ... -0.0103 hartree
Charge ... 0
Orbital gap ... 7.3801 eV

CARTESIAN COORDINATES (ANGSTROEM)
C -0.45 0.96 0.17
C -1.82 1.08 0.29
C -1.56 -1.35 -0.06
C 0.15 -0.28 0.18
C 2.68 -0.33 -0.17
P 1.48 -1.44 0.03
S -2.77 -0.28 -0.09
H 0.03 1.91 0.25
H -2.24 2.08 0.57
H -1.52 -2.27 -0.67
H 3.64 -0.74 -0.23
H 2.38 0.65 -0.25

How is the electron density shared among the atoms? According to Mulliken, the charges in e are: -0.073 -0.261 -0.428 -0.036 -0.540 -0.030 -0.064 0.298 0.321 0.338 0.286 0.189

=====

Entry 2:
C4H4Br3N | ωB97M-V/def2-TZVPD

Values from the calculation:
ΔE to the lowest compared entry with this formula, charge and spin ... 0.00 kcal per mole
DFT total energy ... -7931.5824 hartree
HOMO ... -0.36963 hartree
LUMO ... 0.0175 hartree
Charge ... 0
Orbital gap ... 10.5352 eV

CARTESIAN COORDINATES (ANGSTROEM)
C 1.34 -0.31 0.19
C 0.32 0.43 1.05
C -0.33 -0.21 -1.29
C -0.94 0.20 0.07
N 0.99 -0.56 -1.02
Br 3.05 -0.92 0.79
Br -2.08 1.72 -0.03
Br -1.91 -1.28 0.90
H 0.12 -0.18 1.92
H 0.65 1.44 1.18
H -1.03 -0.99 -1.64
H -0.18 0.66 -2.11

How is the electron density shared among the atoms? According to Mulliken, the charges in e are: 0.335 -0.737 -0.528 0.197 -0.457 -0.126 -0.065 -0.047 0.381 0.384 0.343 0.319

=====

Entry 3:
C7H11N2O2 | ωB97M-V/def2-TZVPD

Values from the calculation:
ΔE to the lowest compared entry with this formula, charge and spin ... 24.27 kcal per mole
DFT total energy ... -533.3763 hartree
HOMO ... -0.14328 hartree
LUMO ... 0.1299 hartree
Charge ... -1
Orbital gap ... 7.4335 eV

CARTESIAN COORDINATES (ANGSTROEM)
C 0.12 -0.48 -1.84
C 0.12 0.48 -3.00
C 1.24 -1.58 -1.75
O 0.97 -2.61 -2.40
O 2.23 -1.37 -1.02
H 0.10 0.09 -0.90
H -0.81 -1.04 -1.77
H 0.77 1.33 -2.80
H -0.86 0.69 -3.44
H 0.59 -0.05 -3.84
C -1.18 2.00 1.44
C 0.66 0.41 2.04
C -0.68 0.70 1.89
C -0.59 -1.38 2.35
N 0.69 -0.94 2.30
N -1.45 -0.40 2.08
H 1.57 0.94 1.82
H 1.44 -1.57 2.46
H -0.44 2.80 1.50
H -1.98 2.39 2.08
H -0.87 -2.42 2.36
H -1.64 1.98 0.45

How is the electron density shared among the atoms? According to Mulliken, the charges in e are: 0.349 -1.181 0.373 -0.737 -0.746 -0.299 0.281 0.338 0.291 0.329 -1.159 -0.539 0.782 -0.224 0.035 -0.674 0.333 0.164 0.302 0.355 0.382 0.246

=====

Entry 4:
C37H41GdN3OS3 | ωB97M-V/def2-TZVPD

Values from the calculation:
ΔE to the lowest compared entry with this formula, charge and spin ... 0.00 kcal per mole
DFT total energy ... -3634.1632 hartree
⟨S²⟩ ... 16.050
HOMO (alpha / beta) ... -0.10315 / -0.09773 hartree
LUMO (alpha / beta) ... 0.0739 / 0.0352 hartree
Charge ... -1
Orbital gap (alpha / beta) ... 4.8177 / 3.6176 eV
Spin multiplicity ... 8

CARTESIAN COORDINATES (ANGSTROEM)
Gd 1.85 0.20 -1.93
O 2.30 2.90 1.75
C 2.33 2.00 0.85
N 1.49 1.77 -0.13
C 0.33 2.66 -0.24
C -0.77 1.90 0.47
C -0.59 1.57 1.78
C -1.66 0.98 2.49
C -2.87 0.70 1.93
C -2.99 1.04 0.56
N -1.94 1.63 -0.17
C 3.39 0.94 0.97
C 4.38 1.10 1.94
C 5.24 0.06 2.26
C 5.14 -1.04 1.49
C 4.07 -1.18 0.60
N 3.22 -0.21 0.30
H 0.10 2.84 -1.28
H 0.44 3.68 0.13
H 0.30 1.91 2.32
H -1.52 0.71 3.55
H -3.56 0.11 2.38
H -3.90 0.76 -0.09
H 4.31 1.95 2.61
H 6.06 0.24 2.98
H 5.71 -1.95 1.57
H 3.89 -2.20 0.13
C 3.45 3.13 -3.71
C 2.03 3.51 -3.23
S 0.74 2.22 -3.61
C -0.70 -6.19 -0.14
C -1.80 -5.80 0.49
S 3.67 -1.44 -3.26
C 4.40 -0.16 -4.36
C 5.23 0.91 -3.65
S 4.14 1.98 -2.57
H 3.21 2.73 -4.75
H 4.16 3.94 -3.95
H 2.02 3.71 -2.14
H 1.74 4.39 -3.88
H 0.14 -5.46 -0.31
H -0.49 -7.24 -0.39
H -1.90 -4.74 0.77
H -2.75 -6.34 0.56
H 5.06 -0.65 -5.12
H 3.64 0.33 -5.00
H 5.90 0.44 -2.92
H 5.70 1.63 -4.28
C -3.33 4.20 -0.72
C -3.34 3.08 -1.75
C -3.23 3.61 -3.24
C -2.23 2.02 -1.53
H -4.25 4.70 -0.81
H -2.58 4.97 -0.77
H -3.37 3.71 0.25
H -4.33 2.67 -1.68
H -2.27 4.18 -3.50
H -4.21 4.12 -3.46
H -3.31 2.84 -3.96
H -1.29 2.29 -2.00
H -2.51 1.14 -2.10
C 0.03 -1.02 -0.91
C -0.55 -1.43 0.13
C -1.25 -1.98 1.23
C -0.39 -2.42 2.33
C -0.68 -3.49 3.20
C 0.25 -3.86 4.16
C 1.33 -3.06 4.45
C 1.66 -2.02 3.55
C 0.85 -1.64 2.53
C -2.62 -2.22 1.13
C -3.43 -2.47 2.29
C -4.82 -2.34 2.35
C -5.51 -2.12 1.16
C -4.75 -2.04 -0.08
C -3.39 -2.12 -0.13
H -1.58 -4.06 3.03
H 0.12 -4.80 4.69
H 2.07 -3.43 5.15
H 2.61 -1.41 3.68
H 1.05 -0.85 1.88
H -3.00 -2.57 3.25
H -5.38 -2.17 3.28
H -6.62 -2.15 1.17
H -5.26 -1.90 -0.97
H -2.82 -1.96 -1.05

How is the electron density shared among the atoms? According to Mulliken, the charges in e are: -0.026 -0.853 -0.244 1.269 -1.719 1.211 -0.522 -0.430 -1.134 -0.150 1.332 0.689 -0.667 -0.635 -0.511 -0.536 0.729 -0.116 0.208 0.597 0.254 0.899 0.224 0.463 0.377 0.402 0.283 -0.669 -0.644 -0.384 -0.464 -0.667 -0.398 -0.581 -0.732 0.068 0.251 0.495 0.296 0.394 0.203 0.264 0.411 0.285 0.336 0.250 0.334 0.463 -1.659 1.117 -1.382 -0.740 0.552 0.280 0.349 0.320 0.229 0.383 0.432 -0.752 0.361 -0.344 -0.594 0.993 0.488 -0.092 -0.754 -1.005 -0.187 0.044 0.349 -0.828 -0.787 -0.592 -0.615 -0.721 0.382 0.373 0.297 0.166 -0.032 0.460 0.338 0.311 0.531 0.430

=====

Entry 5:
C20H27N3O2 | ωB97M-V/def2-TZVPD

Values from the calculation:
ΔE to the lowest compared entry with this formula, charge and spin ... 13.75 kcal per mole
DFT total energy ... -1093.0986 hartree
HOMO ... -0.28957 hartree
LUMO ... 0.0225 hartree
Charge ... 0
Orbital gap ... 8.4921 eV
SMILES ... O=C([C@@H]1CC(=O)N(C2CCCC2)C1)N1CCN(c2ccccc2)CC1

CARTESIAN COORDINATES (ANGSTROEM)
O -0.63 -1.82 0.33
C -0.22 -0.79 -0.17
C -1.17 0.30 -0.68
C -1.20 1.50 0.28
C -2.67 1.72 0.63
O -3.10 2.62 1.31
N -3.39 0.74 0.05
C -4.81 0.60 0.28
C -5.61 0.43 -1.02
C -5.97 -1.06 -1.07
C -6.24 -1.39 0.40
C -5.15 -0.63 1.16
C -2.61 -0.22 -0.70
N 1.11 -0.55 -0.30
C 1.76 0.64 -0.78
C 2.59 1.26 0.36
N 3.54 0.32 0.90
C 4.83 0.22 0.37
C 5.23 0.90 -0.79
C 6.53 0.82 -1.24
C 7.47 0.06 -0.58
C 7.09 -0.61 0.58
C 5.79 -0.53 1.04
C 2.87 -0.86 1.38
C 2.05 -1.51 0.25
H -0.86 0.60 -1.68
H -0.79 2.42 -0.15
H -0.66 1.30 1.21
H -5.09 1.53 0.79
H -5.06 0.77 -1.89
H -6.53 1.02 -0.95
H -6.83 -1.25 -1.71
H -5.12 -1.64 -1.43
H -6.21 -2.46 0.60
H -7.22 -1.01 0.68
H -5.47 -0.33 2.15
H -4.26 -1.25 1.27
H -2.99 -0.30 -1.72
H -2.65 -1.21 -0.24
H 1.04 1.36 -1.16
H 2.43 0.35 -1.60
H 3.10 2.16 0.02
H 1.91 1.54 1.17
H 4.52 1.50 -1.35
H 6.80 1.35 -2.14
H 8.48 -0.01 -0.94
H 7.81 -1.20 1.12
H 5.54 -1.04 1.96
H 3.58 -1.59 1.76
H 2.19 -0.57 2.19
H 1.49 -2.37 0.61
H 2.73 -1.83 -0.55

How is the electron density shared among the atoms? According to Mulliken, the charges in e are: -0.701 0.455 0.372 -0.286 0.203 -0.709 0.157 -0.180 -1.064 -0.458 -0.656 -0.731 -1.265 0.085 -0.472 -1.326 0.096 0.994 -0.401 -0.798 -0.490 -0.628 -0.294 -0.833 -0.977 0.724 0.295 0.239 0.537 0.382 0.344 0.421 0.199 0.363 0.299 0.337 0.274 0.169 0.397 0.295 0.435 0.484 0.413 0.248 0.362 0.385 0.365 0.410 0.341 0.363 0.475 0.350

=====

Entry 6:
C5H2F4O2 | ωB97M-V/def2-TZVPD

Values from the calculation:
ΔE to the lowest compared entry with this formula, charge and spin ... 118.34 kcal per mole
DFT total energy ... -741.4077 hartree
HOMO ... -0.34276 hartree
LUMO ... -0.0556 hartree
Charge ... 0
Orbital gap ... 7.8131 eV

CARTESIAN COORDINATES (ANGSTROEM)
C -0.54 0.02 2.13
C -0.49 0.85 3.20
C -0.05 2.24 3.10
C 0.67 0.42 0.13
C 0.45 0.67 -1.38
O -0.36 0.32 0.82
O 0.86 -0.44 -1.96
F -0.82 0.35 4.42
F -0.08 2.86 4.26
F -0.70 1.06 -1.82
F 1.26 1.76 -1.72
H -1.06 -0.98 2.27
H 1.85 -0.45 -2.17

How is the electron density shared among the atoms? According to Mulliken, the charges in e are: -0.071 0.757 -0.442 -0.624 1.072 0.027 -0.482 -0.264 -0.102 -0.245 -0.305 0.315 0.363

=====

Entry 7:
C5H13N2O | ωB97M-V/def2-TZVPD

Values from the calculation:
ΔE to the lowest compared entry with this formula, charge and spin ... 61.89 kcal per mole
DFT total energy ... -382.7630 hartree
HOMO ... -0.50162 hartree
LUMO ... -0.1343 hartree
Charge ... +1
Orbital gap ... 9.9947 eV
SMILES ... CC(C)NC(=O)C[NH3+]

CARTESIAN COORDINATES (ANGSTROEM)
C 1.12 1.31 1.44
C 1.20 0.13 0.34
C 2.66 -0.42 0.30
N 0.55 0.43 -0.92
C -0.70 -0.04 -1.15
O -1.23 0.11 -2.23
C -1.61 -0.76 -0.23
N -3.00 -0.73 -0.79
H 0.49 1.19 2.35
H 0.75 2.30 1.07
H 2.08 1.49 1.82
H 0.68 -0.67 0.75
H 2.77 -0.80 1.34
H 3.46 0.49 0.12
H 2.81 -1.02 -0.66
H 1.12 0.76 -1.69
H -1.41 -1.67 0.33
H -1.72 -0.18 0.79
H -3.62 -1.05 -0.16
H -3.28 0.27 -1.01
H -3.13 -1.16 -1.79

How is the electron density shared among the atoms? According to Mulliken, the charges in e are: -1.258 0.456 -1.374 -0.085 0.687 -0.645 -0.916 -0.322 0.298 0.363 0.426 0.083 0.381 0.297 0.367 0.288 0.500 0.357 0.294 0.398 0.403